1.
INO | ωB97M-V/def2-TZVPD

Summary:
**Spin multiplicity**: 3
**⟨S²⟩**: 2.0055
**Orbital gap (spin up / spin down)**: 8.45 / 6.75 eV

Each line ends with the Mulliken spin population.
CARTESIAN COORDINATES (ANGSTROEM)
N -1.638 -0.347 0.000  0.707
O -0.759 0.378 0.000  0.310
I 2.397 -0.031 0.000  0.983

Atoms 1-2, force components in eV/Å:
-0.1899 -0.1332 0.0000
0.1017 0.1378 0.0000

---

2.
IO2V | ωB97M-V/def2-TZVPD

Summary:
**Energy relative to the best compared isomer or geometry (same formula, charge and spin)**: 0.706 eV
**Orbital gap**: 6.77 eV

Each line ends with the Mulliken charge.
CARTESIAN COORDINATES (ANGSTROEM)
O -0.790 -0.384 -1.239  -0.512
V 0.454 -0.617 -0.298  1.202
O -0.012 -1.130 1.141  -0.540
I 0.348 2.131 0.396  -0.149

Atoms 1-2, force components in eV/Å:
0.7065 -1.0843 0.5209
-1.6880 2.6640 1.9039

---

3.
IO4PZn | ωB97M-V/def2-TZVPD

Summary:
**Total charge**: -2
**Orbital gap**: 3.08 eV

Each line ends with the natural charge from an NBO analysis.
CARTESIAN COORDINATES (ANGSTROEM)
Zn 2.010 -0.566 -0.219  1.011
P -0.978 0.442 -0.134  2.441
O -0.858 1.826 -0.791  -1.085
O -2.515 0.166 -0.434  -1.147
O -0.867 0.750 1.344  -1.173
O 0.154 -0.193 -0.911  -1.273
I 3.055 -2.424 1.145  -0.775

Atoms 1-2, force components in eV/Å:
-2.5049 0.5919 -0.3880
-6.5525 5.6544 0.6828

---

4.
N2 | ωB97M-V/def2-TZVPD

Summary:
**Energy relative to the best compared isomer or geometry (same formula, charge and spin)**: 11.855 eV
**Orbital gap**: 8.23 eV

Each line ends with the natural charge from an NBO analysis.
CARTESIAN COORDINATES (ANGSTROEM)
N 0.553 0.255 0.722  0.000
N -0.553 -0.255 -0.722  0.000

Atomic forces in eV per Å
-7.6216 -3.5173 -9.9490
7.6216 3.5173 9.9490

---

5.
N2O3 | ωB97M-V/def2-TZVPD

Summary:
**Energy relative to the best compared isomer or geometry (same formula, charge and spin)**: 1.148 eV
**Orbital gap**: 8.54 eV

Each line ends with the natural charge from an NBO analysis.
CARTESIAN COORDINATES (ANGSTROEM)
O 1.461 0.477 0.873  -0.132
N 0.720 0.632 -0.099  0.228
N -0.405 -0.145 -0.218  0.513
O -0.608 -1.204 0.459  -0.357
O -1.168 0.239 -1.014  -0.252

Atoms 1-2, force components in eV/Å:
-3.7545 -0.3417 -3.2998
6.8702 2.9718 2.7356

---

6.
N2O4 | ωB97M-V/def2-TZVPD

Summary:
**Total charge**: +2
**Energy relative to the best compared isomer or geometry (same formula, charge and spin)**: 1.158 eV
**Orbital gap**: 14.71 eV

Each line ends with the natural charge from an NBO analysis.
CARTESIAN COORDINATES (ANGSTROEM)
N 1.806 -0.039 -0.138  0.849
N -1.836 0.023 0.156  0.880
O 2.191 -0.799 -0.818  0.109
O -2.883 0.067 -0.154  0.162
O 1.471 0.682 0.610  0.045
O -0.749 0.073 0.345  -0.045

Atoms 1-2, force components in eV/Å:
1.3000 -0.4240 0.1625
-0.8009 0.5964 -0.9380

---

7.
N2O6 | ωB97M-V/def2-TZVPD

Summary:
**Total charge**: -2
**Energy relative to the best compared isomer or geometry (same formula, charge and spin)**: 4.294 eV
**Orbital gap**: 7.71 eV

Each line ends with the natural charge from an NBO analysis.
CARTESIAN COORDINATES (ANGSTROEM)
N -2.930 1.827 0.701  0.686
O -2.348 2.536 -0.121  -0.588
O -3.964 2.193 1.126  -0.521
O -2.666 0.675 0.281  -0.578
N 2.977 -1.847 -0.492  0.744
O 4.020 -1.865 0.019  -0.592
O 2.333 -2.756 -0.650  -0.529
O 2.578 -0.764 -0.864  -0.622

Atoms 1-2, force components in eV/Å:
1.5251 -2.2227 -9.4583
2.9817 6.3389 0.2968

---

8.
N2O6 | ωB97M-V/def2-TZVPD

Summary:
**Total charge**: -2
**Energy relative to the best compared isomer or geometry (same formula, charge and spin)**: 23.256 eV
**Orbital gap**: 4.21 eV

Each line ends with the natural charge from an NBO analysis.
CARTESIAN COORDINATES (ANGSTROEM)
N 3.565 4.885 3.003  0.163
O 3.557 3.489 2.779  -0.357
O 2.563 1.821 4.719  -0.548
O 2.413 2.740 6.722  -0.629
N 4.469 2.534 7.438  0.337
O 4.351 3.532 6.995  0.054
O 2.809 5.488 4.875  -0.613
O 3.920 5.740 7.939  -0.407

Atoms 1-2, force components in eV/Å:
-1.3180 -8.9240 1.6219
0.0775 10.5037 1.6618

---

9.
N2O6Rb5 | ωB97M-V/def2-TZVPD

Summary:
**Total charge**: +3
**Orbital gap**: 4.46 eV

Each line ends with the Mulliken charge.
CARTESIAN COORDINATES (ANGSTROEM)
Rb 3.567 7.159 -6.560  0.966
Rb 4.483 3.112 -12.648  1.015
Rb 7.657 4.941 -6.739  0.987
Rb 4.758 2.610 -7.751  0.984
Rb 8.332 8.155 -8.806  1.011
N 5.669 5.110 -9.255  0.342
O 5.356 4.434 -10.252  -0.320
O 6.617 5.930 -9.365  -0.613
O 4.830 5.304 -8.399  -0.467
N 2.041 4.356 -9.754  0.705
O 1.330 3.412 -9.343  -0.509
O 2.029 4.451 -11.049  -0.602
O 2.200 5.402 -9.193  -0.498

Atoms 1-2, force components in eV/Å:
-0.9414 0.0518 -0.3683
-0.7004 0.2216 -0.1639

---

10.
N3O6S | ωB97M-V/def2-TZVPD

Summary:
**Total charge**: -1
**Energy relative to the best compared isomer or geometry (same formula, charge and spin)**: 0.096 eV
**Orbital gap**: 9.89 eV

Each line ends with the natural charge from an NBO analysis.
CARTESIAN COORDINATES (ANGSTROEM)
N -3.221 0.981 0.338  -0.130
N -3.113 -0.088 0.015  0.459
N 1.928 0.939 -0.135  0.305
O 1.155 -1.456 -1.156  -0.955
O 2.182 1.409 0.966  -0.386
O -3.240 -1.163 -0.335  -0.331
O 2.125 1.506 -1.216  -0.410
O -0.432 -0.239 0.287  -0.994
O 1.645 -1.188 1.194  -0.962
S 0.972 -0.701 0.042  2.404

Atoms 1-2, force components in eV/Å:
0.8097 -0.3107 -0.0127
-1.1536 4.3549 1.2354

---

11.
N3O9Pb4 | ωB97M-V/def2-TZVPD

Summary:
**Total charge**: +5
**Orbital gap**: 2.15 eV

Each line ends with the natural charge from an NBO analysis.
CARTESIAN COORDINATES (ANGSTROEM)
Pb -3.065 -0.111 -0.357  1.758
Pb 0.912 1.336 -3.085  1.745
Pb -0.549 5.669 -1.366  1.924
Pb 3.410 1.597 0.509  1.779
N -0.187 1.837 -0.494  0.740
O -0.915 0.803 -0.476  -0.533
O 0.933 1.720 -0.714  -0.593
O -0.601 2.952 -0.932  -0.674
N 2.004 -1.473 0.187  0.715
O 2.252 -2.042 -0.899  -0.382
O 2.475 -0.238 0.225  -0.891
O 1.962 -2.069 1.102  -0.152
N -2.094 -2.523 1.610  0.675
O -2.234 -2.967 2.758  -0.115
O -1.893 -1.231 1.313  -0.703
O -2.410 -3.260 0.617  -0.293

Atoms 1-2, force components in eV/Å:
-1.0276 -2.3648 1.6483
0.4695 -1.3635 -0.9870

---

12.
N6O18Pb2 | ωB97M-V/def2-TZVPD

Summary:
**Total charge**: -2
**Energy relative to the best compared isomer or geometry (same formula, charge and spin)**: 0.000 eV
**Orbital gap**: 4.20 eV

Each line ends with the natural charge from an NBO analysis.
CARTESIAN COORDINATES (ANGSTROEM)
Pb -1.093 1.725 -2.621  1.577
Pb 0.122 -3.389 1.205  1.572
N -3.986 0.786 -0.691  0.722
O -3.853 1.275 0.396  -0.468
O -3.069 1.045 -1.344  -0.623
O -4.495 -0.302 -0.873  -0.529
N 1.054 4.223 -1.141  0.685
O 0.125 3.522 -1.538  -0.660
O 2.196 4.134 -1.681  -0.502
O 1.152 4.424 0.087  -0.419
N -0.505 -0.568 3.033  0.705
O -1.445 0.182 2.796  -0.385
O -0.540 -1.736 2.757  -0.630
O 0.088 -0.498 4.209  -0.534
N -0.381 -0.520 -0.903  0.752
O -0.237 -1.397 -0.101  -0.469
O -0.347 0.829 -0.641  -0.524
O -0.869 -0.861 -2.007  -0.493
N 2.245 0.884 0.716  0.667
O 1.920 1.948 1.240  -0.457
O 2.960 0.000 1.285  -0.600
O 2.637 0.861 -0.481  -0.587
N 1.695 -4.235 -0.888  0.686
O 1.842 -3.194 -0.199  -0.539
O 1.982 -4.053 -2.103  -0.380
O 0.811 -5.089 -0.512  -0.568

Atoms 1-2, force components in eV/Å:
0.2979 -0.0902 2.0541
-0.9289 1.1625 1.3306